i:
# C5H6Cl2

One molecule with the formula C5H6Cl2 (ωB97M-V/def2-TZVPD, the OMol25 dataset).

## Properties
E_HOMO: -9.77 eV
Lowest unoccupied orbital energy: 0.83 eV
Multiplicity: 1
HOMO-LUMO gap: 10.6 eV

Last column: natural (NBO) charge in e.
Positions of all 13 atoms, in Å:
C1 -1.934 -0.562 0.497  -0.3720
C2 -0.674 -0.793 0.761  -0.2067
C3 0.528 -0.401 -0.023  -0.0718
Cl1 1.621 -1.822 -0.200  -0.0272
C4 0.488 0.630 -1.149  -0.4460
C5 1.226 0.984 0.126  -0.2664
Cl2 2.928 1.044 0.292  0.0407
H1 -2.702 -0.870 1.333  0.2230
H2 -2.174 -0.060 -0.476  0.1963
H3 -0.524 -1.186 1.663  0.1992
H4 -0.518 0.936 -1.472  0.2388
H5 1.104 0.274 -2.094  0.2460
H6 0.630 1.825 0.742  0.2459



ii:
# C5H6Cl2

One molecule with the formula C5H6Cl2 (ωB97M-V/def2-TZVPD, the OMol25 dataset).

## Properties
E_HOMO: -8.85 eV
Lowest unoccupied orbital energy: 0.87 eV
Multiplicity: 1
HOMO-LUMO gap: 9.7 eV

Last column: natural (NBO) charge in e.
Positions of all 13 atoms, in Å:
C1 0.348 0.497 1.863  -0.6709
C2 -0.039 0.027 0.466  0.0176
C3 -1.240 -0.119 -0.312  -0.0586
Cl1 -2.864 -0.203 0.219  0.0438
C4 -0.475 -0.389 -1.561  -0.4290
C5 0.805 -0.287 -0.721  -0.2347
Cl2 2.002 0.964 -1.090  -0.0571
H1 0.593 -0.494 2.340  0.2349
H2 -0.574 0.949 2.335  0.2410
H3 1.199 1.163 1.641  0.2455
H4 -0.685 -1.323 -2.173  0.2221
H5 -0.521 0.524 -2.357  0.2193
H6 1.449 -1.309 -0.649  0.2264



The winner here is ii, beating the second structure by 48.9 kJ/mol.



i:
# C5H10NOS

C5H10NOS as an isolated structure (ωB97M-V/def2-TZVPD, the OMol25 dataset).

## Properties
E_HOMO: -3.47 eV
Lowest unoccupied orbital energy: 2.93 eV
Multiplicity: 1
Charge: -1
HOMO-LUMO gap: 6.4 eV

Last column: natural (NBO) charge in e.
Positions of all 18 atoms, in Å:
C1 1.109 1.457 -1.457  -0.7956
C2 -2.165 -0.308 -0.313  -0.6056
S1 -2.702 -1.582 0.736  -0.4591
C3 1.536 1.075 -0.198  0.5424
N1 1.139 -0.300 0.239  -0.3788
C4 0.305 -1.008 -0.525  -0.1035
C5 0.724 -0.308 1.653  -0.4298
O1 2.112 1.749 0.664  -0.7430
H1 0.228 0.970 -1.849  0.1688
H2 1.183 2.490 -1.744  0.1930
H3 -2.614 -0.367 -1.300  0.1973
H4 -2.340 0.683 0.092  0.2085
H5 0.688 -1.285 -1.501  0.2174
H6 -0.955 -0.475 -0.456  0.1363
H7 -0.091 -1.894 -0.013  0.2150
H8 -0.276 0.116 1.747  0.2039
H9 0.703 -1.326 2.019  0.1926
H10 1.415 0.313 2.206  0.2403



ii:
# C5H10NOS

An isolated ion of composition C5H10NOS and charge -1 (ωB97M-V/def2-TZVPD, the OMol25 dataset).

## Properties
E_HOMO: -2.21 eV
Lowest unoccupied orbital energy: 3.17 eV
Multiplicity: 1
Charge: -1
HOMO-LUMO gap: 5.4 eV

Last column: natural (NBO) charge in e.
Positions of all 18 atoms, in Å:
C1 -0.170 -1.325 -3.400  -0.6239
C2 -0.034 -0.356 -2.204  -0.2102
N1 -0.131 -1.186 -1.011  -0.6329
C3 -0.616 -0.841 0.230  0.7053
O1 -1.182 -1.655 0.948  -0.6608
C4 -0.771 0.613 0.678  -0.5274
C5 0.083 0.858 1.933  -0.5398
S1 1.472 1.915 1.627  -0.7063
H1 -0.359 -0.717 -4.292  0.2120
H2 0.694 -1.981 -3.565  0.2035
H3 -0.900 -2.099 -3.144  0.2045
H4 -0.818 0.395 -2.160  0.1991
H5 0.973 0.110 -2.202  0.2038
H6 -0.110 -2.178 -1.173  0.3767
H7 -0.426 1.346 -0.073  0.2207
H8 -1.809 0.754 0.942  0.2145
H9 0.422 -0.106 2.291  0.1841
H10 -0.465 1.083 2.862  0.1771



The winner here is ii, beating the second structure by 268.2 kJ/mol.



i:
# C5H12NO

An isolated ion of composition C5H12NO and charge -2 (ωB97M-V/def2-TZVPD, the OMol25 dataset).

## Properties
E_HOMO (spin up / spin down): 3.89 / -0.05 eV
Lowest unoccupied orbital energy (spin up / spin down): 6.87 / 6.98 eV
<S²>: 0.751
Multiplicity: 2
Charge: -2
HOMO-LUMO gap (spin up / spin down): 3.0 / 7.0 eV

Last column: natural (NBO) charge in e.
Positions of all 19 atoms, in Å:
C1 0.315 0.413 -0.374  -0.2406
C2 -0.932 -0.409 -0.058  -0.2566
C3 -2.122 -0.249 -1.000  -1.3100
C4 -1.434 -0.099 1.360  -0.7249
N1 1.498 -0.145 0.284  -0.7528
C5 2.977 0.205 -0.319  0.1399
O1 3.781 0.750 0.563  -0.9559
H1 0.487 0.309 -1.450  0.1797
H2 0.116 1.422 0.033  0.1475
H3 -0.544 -1.460 -0.108  0.1721
H4 -1.953 -0.700 -1.979  0.1813
H5 -2.418 0.790 -1.054  0.1841
H6 -2.872 -1.032 -0.679  0.1675
H7 -2.005 -0.897 1.836  0.1877
H8 -0.563 0.005 2.008  0.1872
H9 -1.990 0.822 1.279  0.1926
H10 1.612 0.110 1.258  0.3438
H11 3.362 -0.829 -0.559  0.0797
H12 2.685 0.993 -1.043  0.0778



ii:
# C5H12NO

An isolated ion of composition C5H12NO and charge -2 (ωB97M-V/def2-TZVPD, the OMol25 dataset).

## Properties
E_HOMO (spin up / spin down): 3.91 / -0.11 eV
Lowest unoccupied orbital energy (spin up / spin down): 6.79 / 6.83 eV
<S²>: 0.751
Multiplicity: 2
Charge: -2
HOMO-LUMO gap (spin up / spin down): 2.9 / 6.9 eV

Last column: natural (NBO) charge in e.
Positions of all 19 atoms, in Å:
C1 -0.135 0.419 0.319  -0.2392
C2 -0.042 -0.977 -0.319  -0.2546
C3 -0.903 -1.923 0.559  -1.1656
C4 -0.552 -1.054 -1.775  -0.8468
N1 0.787 1.439 -0.212  -0.6944
C5 1.402 2.294 0.933  0.1805
O1 2.092 3.322 0.542  -0.9252
H1 0.238 0.237 1.342  0.1704
H2 -1.153 0.801 0.433  0.1535
H3 1.015 -1.244 -0.266  0.1662
H4 -0.339 -2.241 1.442  0.1805
H5 -1.772 -1.410 1.002  0.1806
H6 -1.361 -2.777 0.054  0.1548
H7 -0.510 -2.037 -2.224  0.1844
H8 0.076 -0.353 -2.352  0.1905
H9 -1.487 -0.492 -1.762  0.1916
H10 0.238 2.031 -0.807  0.3237
H11 1.900 1.457 1.493  0.0386
H12 0.507 2.508 1.600  0.0106



The winner here is ii, beating the second structure by 47.6 kJ/mol.



i:
# C19H24N2O4S2

One molecule with the formula C19H24N2O4S2 (ωB97M-V/def2-TZVPD, the OMol25 dataset).

## Properties
E_HOMO: -8.33 eV
Lowest unoccupied orbital energy: 0.51 eV
Multiplicity: 1
HOMO-LUMO gap: 8.8 eV

Last column: natural (NBO) charge in e.
Positions of all 51 atoms, in Å:
C1 -5.743 -0.830 -0.287  -0.2498
O1 -4.508 -0.454 0.284  -0.5243
C2 -3.457 -1.318 0.157  0.2906
C3 -3.587 -2.669 -0.128  -0.2886
C4 -2.472 -3.491 -0.154  -0.1949
C5 -1.220 -2.971 0.107  -0.2143
C6 -1.073 -1.618 0.359  -0.2291
C7 -2.177 -0.779 0.374  0.1658
N1 -2.068 0.608 0.577  -0.7134
C8 -1.142 1.154 1.542  -0.3004
C9 0.344 1.020 1.167  0.6592
O2 1.151 0.530 1.935  -0.6462
N2 0.639 1.485 -0.053  -0.6306
C10 1.965 1.357 -0.621  -0.2389
C11 2.986 2.213 0.125  -0.5413
S1 4.675 1.933 -0.484  0.1819
C12 5.172 0.484 0.530  -0.5328
C13 4.434 -0.760 0.159  -0.0438
C14 4.629 -1.339 -1.090  -0.2099
C15 3.923 -2.469 -1.456  -0.2081
C16 3.013 -3.035 -0.577  -0.2416
C17 2.818 -2.467 0.670  -0.1541
C18 3.525 -1.335 1.039  -0.2301
S2 -2.734 1.644 -0.543  2.3270
C19 -4.120 2.444 0.308  -0.8629
O3 -3.184 0.909 -1.681  -0.9220
O4 -1.768 2.691 -0.783  -0.9766
H1 -5.618 -1.114 -1.334  0.1931
H2 -6.380 0.052 -0.226  0.1957
H3 -6.210 -1.649 0.270  0.1777
H4 -4.560 -3.094 -0.317  0.2207
H5 -2.593 -4.541 -0.372  0.2158
H6 -0.350 -3.608 0.098  0.2150
H7 -0.091 -1.215 0.544  0.2323
H8 -1.290 0.660 2.507  0.2327
H9 -1.375 2.217 1.639  0.2336
H10 -0.080 1.988 -0.564  0.4376
H11 1.923 1.649 -1.671  0.2120
H12 2.270 0.307 -0.557  0.2205
H13 2.781 3.274 -0.016  0.2238
H14 2.970 1.975 1.188  0.2370
H15 5.015 0.753 1.574  0.2240
H16 6.240 0.386 0.334  0.2349
H17 5.329 -0.886 -1.778  0.2150
H18 4.079 -2.910 -2.430  0.2128
H19 2.459 -3.916 -0.867  0.2098
H20 2.110 -2.899 1.362  0.2033
H21 3.347 -0.886 2.004  0.2296
H22 -4.600 1.715 0.943  0.2589
H23 -4.798 2.803 -0.455  0.2514
H24 -3.716 3.271 0.876  0.2421



ii:
# C19H24N2O4S2

One molecule with the formula C19H24N2O4S2 (ωB97M-V/def2-TZVPD, the OMol25 dataset).

## Properties
E_HOMO: -8.73 eV
Lowest unoccupied orbital energy: 0.58 eV
Multiplicity: 1
HOMO-LUMO gap: 9.3 eV

Last column: natural (NBO) charge in e.
Positions of all 51 atoms, in Å:
C1 7.357 -0.118 -1.932  -0.2542
O1 6.334 -0.886 -1.344  -0.5081
C2 5.354 -0.246 -0.653  0.4045
C3 5.271 1.130 -0.472  -0.3491
C4 4.227 1.656 0.271  -0.1685
C5 3.258 0.844 0.828  -0.3037
C6 3.319 -0.534 0.626  0.2549
N1 2.382 -1.416 1.181  -0.6416
C7 1.021 -1.367 1.256  0.7116
O2 0.426 -2.261 1.822  -0.6199
C8 0.300 -0.217 0.577  -0.3323
C9 -0.351 0.671 1.644  -0.3867
C10 -1.195 1.771 1.006  -0.3876
C11 -2.280 1.144 0.133  -0.2246
C12 -3.217 2.195 -0.462  -0.2238
N2 -4.316 1.529 -1.140  -0.8665
S1 -5.441 0.776 -0.152  2.3227
O3 -6.686 0.807 -0.860  -0.9316
O4 -5.381 1.291 1.184  -0.9351
C13 -4.860 -0.894 -0.119  -0.5690
C14 -4.467 -1.621 0.962  -0.2023
C15 -4.041 -2.919 0.609  -0.2652
C16 -4.128 -3.143 -0.729  -0.3856
S2 -4.737 -1.778 -1.584  0.5024
C17 -1.622 0.302 -0.958  -0.4141
C18 -0.782 -0.806 -0.336  -0.3800
C19 4.374 -1.068 -0.100  -0.3401
H1 8.015 -0.832 -2.425  0.2024
H2 6.958 0.579 -2.676  0.1769
H3 7.925 0.438 -1.179  0.1772
H4 6.010 1.795 -0.888  0.2210
H5 4.178 2.723 0.427  0.2163
H6 2.480 1.272 1.438  0.2180
H7 2.762 -2.301 1.496  0.4072
H8 0.996 0.368 -0.027  0.2172
H9 -0.984 0.043 2.274  0.2183
H10 0.417 1.114 2.284  0.2040
H11 -0.560 2.420 0.398  0.1919
H12 -1.652 2.380 1.788  0.2128
H13 -2.890 0.496 0.767  0.2106
H14 -3.598 2.837 0.342  0.2044
H15 -2.686 2.811 -1.192  0.2040
H16 -4.808 2.111 -1.800  0.4129
H17 -4.487 -1.228 1.962  0.2481
H18 -3.682 -3.643 1.318  0.2379
H19 -3.870 -4.033 -1.267  0.2418
H20 -0.984 0.944 -1.571  0.1918
H21 -2.386 -0.127 -1.607  0.2245
H22 -1.416 -1.470 0.255  0.2223
H23 -0.311 -1.404 -1.120  0.2090
H24 4.454 -2.134 -0.252  0.2229



The winner here is ii, beating the second structure by 16.8 kJ/mol.